Below is a molecular structure, C42H50CrN3O3S2, with properties calculated with wB97M-V/def2-TZVPD.

Output
HOMO (spin up / spin down): -3.060 / -3.349 eV
Charge: -1
Largest force on an atom: 1.39 eV/A
LUMO level (spin up / spin down): 2.2 / 2.2 eV
Gap between HOMO and LUMO (spin up / spin down): 5.3 / 5.6 eV
DFT total energy: -3861.416429 hartree
2S+1: 5

Last column: Löwdin charge in e.
Cartesian coordinates (Å):
Cr (0.779, 0.365, -0.465)  0.6847
O (-0.564, 1.037, -1.675)  -0.2101
C (-1.146, 2.191, -1.723)  -0.3640
C (-2.187, 2.401, -2.660)  -0.0183
C (-2.818, 3.617, -2.782)  -0.1105
C (-2.451, 4.700, -1.971)  -0.1254
C (-1.467, 4.510, -1.023)  -0.0675
C (-0.809, 3.282, -0.864)  -0.1516
C (0.133, 3.160, 0.232)  -0.0817
N (0.765, 2.089, 0.521)  -0.0913
N (1.533, 2.100, 1.686)  0.0871
C (2.229, 0.986, 1.732)  -0.4530
O (2.262, 0.119, 0.788)  -0.1528
C (3.001, 0.696, 2.969)  -0.1370
C (3.877, -0.382, 2.976)  -0.0132
C (4.568, -0.712, 4.134)  -0.0862
C (4.380, 0.030, 5.293)  -0.1092
C (3.497, 1.103, 5.290)  -0.0976
C (2.806, 1.433, 4.132)  -0.0348
H (-2.466, 1.554, -3.279)  0.1149
H (-3.616, 3.734, -3.510)  0.0945
H (-2.948, 5.658, -2.064)  0.0844
H (-1.193, 5.327, -0.361)  0.1037
H (0.271, 4.011, 0.899)  0.1249
H (3.980, -0.969, 2.071)  0.1163
H (5.242, -1.560, 4.139)  0.0959
H (4.912, -0.235, 6.200)  0.0915
H (3.336, 1.673, 6.198)  0.0931
H (2.106, 2.260, 4.109)  0.1034
C (3.273, -4.000, -0.649)  -0.0571
C (2.174, -3.695, 0.342)  -0.2907
C (2.056, -4.439, 1.525)  -0.0607
C (1.038, -4.126, 2.412)  -0.2978
C (0.853, -4.930, 3.678)  -0.0705
C (0.168, -3.064, 2.156)  -0.0172
C (0.289, -2.235, 1.004)  -0.2998
C (1.303, -2.664, 0.091)  -0.0526
N (-0.440, -1.127, 0.662)  0.0125
C (-1.653, -0.796, 1.422)  -0.4389
C (-1.351, -0.315, 2.866)  -0.0731
C (-2.643, 0.043, 3.612)  -0.2871
C (-3.584, -1.169, 3.627)  -0.1232
C (-3.960, -1.562, 2.191)  -0.2897
C (-4.633, -0.377, 1.494)  -0.1288
C (-3.650, 0.796, 1.459)  -0.2775
C (-3.322, 1.215, 2.895)  -0.1256
C (-2.362, 0.382, 0.734)  -0.0951
C (-2.693, -1.945, 1.413)  -0.0849
H (3.556, -5.054, -0.616)  0.0647
H (4.166, -3.406, -0.422)  0.0737
H (2.968, -3.744, -1.667)  0.0700
H (2.741, -5.258, 1.731)  0.0939
H (1.625, -5.696, 3.776)  0.0618
H (-0.121, -5.428, 3.687)  0.0714
H (0.897, -4.286, 4.562)  0.0724
H (-0.593, -2.880, 2.901)  0.0808
H (1.380, -2.146, -0.860)  0.0740
H (-0.710, 0.573, 2.781)  0.1182
H (-0.780, -1.054, 3.428)  0.1031
H (-2.406, 0.330, 4.642)  0.1312
H (-4.491, -0.936, 4.201)  0.1112
H (-3.089, -2.013, 4.123)  0.1163
H (-4.648, -2.414, 2.214)  0.1308
H (-5.549, -0.089, 2.027)  0.1117
H (-4.915, -0.660, 0.474)  0.1171
H (-4.099, 1.637, 0.921)  0.1359
H (-4.237, 1.516, 3.422)  0.1116
H (-2.647, 2.080, 2.885)  0.1174
H (-1.684, 1.235, 0.718)  0.0952
H (-2.577, 0.106, -0.302)  0.1153
H (-2.948, -2.142, 0.364)  0.1121
H (-2.277, -2.866, 1.819)  0.1010
C (-0.402, 4.488, -5.884)  -0.0495
C (0.418, 3.609, -4.974)  -0.2742
C (0.375, 2.219, -5.084)  -0.0304
C (1.106, 1.408, -4.229)  -0.0664
C (1.897, 1.993, -3.257)  -0.4153
C (1.929, 3.366, -3.105)  -0.0755
C (1.201, 4.170, -3.975)  -0.0389
S (2.894, 0.955, -2.182)  0.9342
C (4.179, 0.861, -3.459)  -0.2239
O (2.316, -0.441, -2.175)  -0.5207
H (-0.811, 3.918, -6.719)  0.0719
H (0.203, 5.303, -6.288)  0.0752
H (-1.237, 4.934, -5.336)  0.0758
H (-0.264, 1.765, -5.835)  0.1126
H (1.047, 0.325, -4.278)  0.1173
H (2.511, 3.809, -2.302)  0.1180
H (1.212, 5.249, -3.849)  0.1162
H (3.713, 0.400, -4.330)  0.0573
H (4.985, 0.238, -3.063)  0.0514
H (4.532, 1.871, -3.678)  0.0580
C (-1.221, -3.703, -1.752)  -0.4057
S (-1.403, -2.047, -2.448)  0.7680
C (-1.070, -2.490, -4.169)  -0.4344
H (-0.237, -4.106, -1.999)  0.0360
H (-2.008, -4.364, -2.124)  0.0309
H (-1.290, -3.610, -0.669)  0.0143
H (-1.746, -3.279, -4.513)  0.0259
H (-0.033, -2.820, -4.279)  0.0311
H (-1.230, -1.594, -4.776)  0.0177

Cartesian forces (eV/Å) of the 2 atoms listed first:
-0.6 -1.2 0.1
-0.4 0.3 -0.5